C18H27N9 | wB97M-V/def2-TZVPD

XYZ file:
```
54
Properties=species:S:1:pos:R:3:forces:R:3
C -17.403840 -16.610400 17.136940 0.2415 -0.4412 -0.1958
C -17.760480 -18.022680 16.884940 0.4593 2.0703 0.0687
N -18.030730 -19.102230 16.656600 -0.3482 -1.4138 -0.1775
H -16.342470 -16.457790 16.941240 0.0897 -0.2258 0.2594
H -17.631430 -16.371580 18.175820 -0.0128 0.1956 -0.1733
H -17.888750 -15.930760 16.436190 -0.4161 -0.2025 0.2101
C -13.807780 -12.513010 21.071300 0.2977 0.9274 -0.9476
C -13.163800 -11.190930 20.830280 0.5609 0.6820 0.4371
N -12.581660 -10.191710 20.731360 -0.9417 -1.3416 -0.0146
H -14.577640 -12.661180 20.314030 -0.1070 0.0389 0.0935
H -14.259710 -12.551560 22.062440 0.3052 -0.1411 -0.0782
H -13.040450 -13.259490 20.866170 -0.1212 -0.1590 0.4850
C -16.903660 -22.675820 20.832030 -0.4084 -0.2205 0.7817
C -17.456440 -23.941550 20.340660 -0.1585 -1.8083 -0.8002
N -17.886250 -24.959340 19.969530 0.7331 1.9560 0.6798
H -16.884380 -21.904600 20.062010 -0.0758 -0.0983 0.1662
H -15.942150 -22.763540 21.337900 0.2669 -0.3939 -0.6265
H -17.534990 -22.420180 21.683010 -0.3683 0.5519 -0.2566
C -15.676380 -14.529330 11.692460 -0.4106 -0.3506 -0.4289
C -15.576880 -15.957130 11.921820 -0.0856 2.2183 -0.1652
N -15.509670 -17.062000 12.132790 0.1694 -2.7344 0.4526
H -14.876040 -14.252280 11.006320 0.0551 0.3980 0.3769
H -15.698480 -14.015860 12.653690 0.3048 0.2073 -0.2662
H -16.621670 -14.374430 11.172330 -0.0225 0.2623 0.0510
C -20.969600 -23.965950 16.049830 0.0609 -0.0208 -0.3590
C -21.515730 -23.350030 17.259160 0.4743 -0.8036 -0.7703
N -21.973720 -22.885450 18.194500 -0.3008 0.4283 0.6908
H -21.305100 -24.990370 15.888270 -0.3104 0.0930 0.3175
H -19.881310 -24.026890 16.052220 -0.0396 0.3368 0.2083
H -21.299400 -23.374990 15.195360 0.1371 -0.0109 -0.0378
C -16.664980 -10.327940 16.334310 0.3962 -0.0654 -0.1950
C -15.539020 -11.298220 16.304840 -0.3297 0.7954 -0.1620
N -14.616030 -11.980150 16.240460 -0.3294 -0.0353 0.0923
H -17.211950 -10.390580 17.275050 -0.0559 -0.1474 -0.1919
H -17.313810 -10.451720 15.467250 -0.1358 -0.4641 0.2188
H -16.314390 -9.302490 16.217480 0.4260 -0.1050 0.2563
C -21.003620 -18.131220 21.575410 -0.4918 0.5913 0.5882
C -22.442930 -17.802950 21.600140 -2.8468 0.2260 -0.3912
N -23.598740 -17.587770 21.621660 3.2977 -0.5041 0.0039
H -20.463710 -17.534520 20.840200 -0.2127 -0.2169 -0.1822
H -20.842980 -19.202200 21.451660 -0.0370 0.1644 -0.0973
H -20.639810 -17.803090 22.549100 0.2701 -0.2564 0.0658
C -21.162490 -10.950010 22.951410 0.1657 0.1578 -0.1739
C -20.661010 -11.896360 21.936600 -0.6324 1.0366 1.5478
N -20.287360 -12.606330 21.130580 0.4763 -0.8037 -0.9060
H -20.430510 -10.714980 23.724110 0.2390 -0.2499 -0.2091
H -22.048750 -11.309210 23.474490 -0.0243 -0.1277 -0.3413
H -21.380100 -10.013120 22.438600 -0.2011 -0.0274 0.0721
C -15.244260 -22.908060 13.724760 0.8605 0.0734 0.5621
C -14.403620 -22.975240 14.960910 -2.0819 -0.2042 -1.8364
N -13.805380 -23.030220 15.924100 0.9693 -0.0251 1.2566
H -16.030620 -23.657490 13.634840 0.2588 -0.1721 0.5132
H -14.537520 -23.072150 12.911320 -0.2817 0.3266 -0.2737
H -15.730430 -21.933320 13.684350 0.2727 0.0329 -0.1982
```
Forces are in eV/Å.

For the energy, the calculation gives -1194.7513 hartree. Its LUMO energy is -0.0024 Eh. Its frontier orbital gap is 11.32 eV. Its strongest force on any atom is 3.34 eV/Å. The SMILES is CC#N.CC#N.CC#N.CC#N.CC#N.CC#N.CC#N.CC#N.CC#N. The energy relative to the best compared isomer or geometry (same formula, charge and spin) is 169.1 kJ/mol.

C46H88O36 | wB97M-V/def2-TZVPD

XYZ file:
```
170
Properties=species:S:1:pos:R:3:forces:R:3
C 0.962928 4.336511 -3.790395 -2.7473 1.5079 0.6364
C 0.714102 3.790885 -2.404350 -1.7356 -0.1844 1.1680
O 1.861684 3.006857 -2.051571 0.7041 0.5169 -1.3351
C 2.670496 3.027554 -3.134179 0.5600 -1.5125 -1.4254
O 3.675785 2.375087 -3.318388 -1.2115 1.1440 0.9644
O 2.106491 3.751861 -4.160735 3.6913 -1.3643 -0.1735
H 0.981778 5.426220 -3.773858 0.5162 0.1706 -0.1267
H 0.186014 4.067122 -4.505898 -0.2345 -0.1546 0.1706
H -0.180991 3.169542 -2.433311 0.2768 -0.3704 0.2237
H 0.543376 4.518676 -1.611084 0.2278 0.1442 -0.1722
C 2.599200 0.601072 0.340119 1.2044 -0.2393 0.2884
C 1.582551 -0.460537 0.616694 1.1854 -1.5986 -0.3713
O 0.379889 0.218412 0.419893 -2.1753 0.4364 0.5568
C 0.549621 1.569425 0.492377 -0.8029 -0.4582 -1.9937
O -0.340179 2.391581 0.342160 1.6055 -1.3012 0.8609
O 1.857754 1.776322 0.473686 -0.3078 2.5342 0.7745
H 3.023871 0.567474 -0.663184 -0.0479 -0.0247 -0.1236
H 3.406163 0.631668 1.072219 0.0515 -0.0874 -0.0770
H 1.703614 -0.940630 1.587749 -0.4257 0.5256 0.3917
H 1.699536 -1.277213 -0.095667 -0.4025 0.0867 -0.2769
C 2.060743 2.212183 6.866387 1.5850 0.4076 0.0455
C 2.443742 1.278601 5.722893 0.6781 0.6026 1.3563
O 1.453114 0.252826 5.725475 -0.6814 1.1179 0.7037
C 1.493317 -0.699484 4.883857 0.4505 -3.5208 -4.4799
O 2.340676 -0.961037 3.994956 -1.3751 1.1941 2.3588
O 0.360455 -1.455785 4.979431 0.3515 -0.2535 1.0411
C 0.239815 -2.613311 4.096203 0.9126 1.4968 -1.0646
H 1.591577 3.157730 6.594532 -0.9618 -0.5638 0.0371
H 3.012864 2.593716 7.235167 0.3056 0.0175 0.1037
H 1.695448 1.629792 7.712249 -0.6860 0.3680 -0.1999
H 3.380137 0.827252 6.050821 0.0959 -0.2213 -0.5352
H 2.607372 1.835700 4.800405 -0.3723 -0.5845 -0.2439
H 0.247603 -2.133440 3.117558 -0.4273 -0.5024 -0.3629
H -0.682351 -3.172959 4.252756 0.1519 0.4705 0.4678
H 1.127092 -3.245962 4.071750 -0.0592 -0.0097 0.6140
C -3.195118 4.149160 0.911354 -0.7983 0.6816 0.1742
C -4.645139 4.677701 0.658484 0.8688 -0.8625 -0.6283
O -5.501540 3.941022 1.541114 -0.8821 -0.7159 0.6907
C -6.774883 3.657147 1.201433 -1.6808 0.0670 -3.2280
O -7.412976 4.303866 0.329262 1.5878 -2.1381 3.1803
O -7.141125 2.448445 1.774902 2.5854 2.0027 0.0629
C -8.431212 1.899827 1.763107 -1.2924 1.3773 -0.3253
H -2.513419 4.649561 0.223622 0.0673 0.1186 0.1310
H -3.054961 3.077471 0.770130 -0.4178 0.0762 -0.1910
H -2.883059 4.331199 1.939749 0.0070 0.2762 -0.0294
H -4.913559 4.483562 -0.379958 -0.2604 -0.2958 -0.0063
H -4.763978 5.757964 0.742152 0.1046 -0.0419 0.6228
H -8.463741 0.966493 2.325199 0.5554 0.0231 -0.4070
H -8.797724 1.846258 0.737973 0.0038 -0.4728 0.0177
H -9.086507 2.604141 2.275575 -0.2634 -0.0174 0.0808
C -3.233095 1.512982 -1.661544 -0.2468 0.7934 -0.2350
C -2.953959 2.887368 -2.306961 -0.0564 -1.1128 0.7226
O -2.334604 2.802374 -3.596752 0.1271 -0.1180 -1.5772
C -2.905702 2.241344 -4.718415 -3.5649 -0.5090 1.6786
O -4.079077 1.858480 -4.805258 2.4677 0.7055 0.4067
O -2.028830 2.214034 -5.674923 1.9670 -0.2457 -0.3735
C -2.176539 1.400525 -6.866243 -1.3207 0.8750 0.0203
H -3.972907 0.894898 -2.170229 0.1205 0.2069 -0.3353
H -3.671342 1.768077 -0.696680 0.1437 -0.2844 0.2169
H -2.306012 0.956900 -1.522370 -0.0195 0.0032 0.0607
H -2.197118 3.365228 -1.684906 0.2336 -0.0720 -0.1866
H -3.803946 3.562067 -2.204926 -0.3196 -0.1793 -0.8991
H -2.381816 2.135328 -7.644719 0.3244 -0.2462 -0.2769
H -3.074073 0.785191 -6.803818 0.2039 -0.1612 0.2918
H -1.280351 0.814932 -7.071205 -0.0359 0.2587 0.3786
C -2.119765 1.146825 3.176567 1.1281 -0.7563 1.2948
C -3.569379 0.870189 2.790958 0.4061 1.4818 -0.1160
O -3.789948 -0.498181 3.125442 0.1773 0.3196 -0.1523
C -5.002622 -1.046221 3.133387 -1.6344 0.1338 -0.2916
O -6.073886 -0.552311 2.797996 1.8141 -0.6273 0.6377
O -4.792054 -2.279641 3.603757 0.0504 -0.1551 0.2011
C -5.860222 -3.192820 3.952120 1.0583 0.5648 -0.2347
H -2.004294 0.954386 4.243207 -0.3797 -0.6772 0.2895
H -1.594864 2.100916 3.224442 -1.0081 0.7066 -1.1735
H -1.396984 0.469497 2.721687 -0.2614 -0.1759 -0.3767
H -3.786374 1.099884 1.747762 0.0561 -0.4919 -0.1974
H -4.207726 1.558491 3.344910 -0.3256 -0.3475 0.2379
H -5.922762 -3.905470 3.129730 -0.7190 0.2428 -0.0679
H -6.746111 -2.619482 4.225225 -0.1404 -0.3925 -0.3226
H -5.448459 -3.739917 4.800197 -0.2607 0.1270 0.1455
C 5.948441 -0.183792 2.962588 -1.8933 -0.4942 -0.4872
C 6.726617 -0.592244 1.748288 1.8828 -1.1698 1.3175
O 6.390180 -0.036510 0.521792 0.4168 2.1749 -1.8399
C 7.192150 0.923447 -0.096961 0.4564 -0.2622 1.7554
O 8.285496 1.314913 0.286560 -2.0707 -0.7164 -0.7693
O 6.489532 1.336954 -1.152689 0.0359 -0.4009 0.7991
C 6.886772 2.497395 -1.850196 0.6975 0.3458 -1.3202
H 4.957347 -0.623010 2.848854 -0.4011 0.1906 0.1745
H 5.776867 0.883998 3.098574 0.5284 -0.0446 0.2307
H 6.347121 -0.712856 3.828171 0.2903 0.4734 0.0941
H 6.605205 -1.663502 1.587778 -0.0837 -0.1361 0.1847
H 7.764420 -0.469103 2.057967 0.4050 0.3164 -0.8962
H 7.952720 2.546309 -2.072571 0.1480 -0.3386 0.3774
H 6.621587 3.443782 -1.378888 -0.3241 -0.2990 0.2890
H 6.395041 2.391884 -2.817236 -0.2299 0.3347 0.1587
C 0.647163 0.105766 -3.515197 -0.5929 -0.0528 0.7480
C -0.601833 -0.557624 -4.099399 1.0570 1.0944 -1.3606
O -1.037068 -1.703031 -3.437173 -2.3809 -2.0290 -0.0051
C -2.199625 -2.367854 -3.952212 0.5351 -3.4122 1.0780
O -2.450296 -3.565203 -3.681875 1.1942 4.7745 -0.9647
O -2.920085 -1.572539 -4.752416 -0.4487 -0.1316 -0.5495
C -4.007665 -2.164628 -5.538676 -0.5348 -0.4326 0.1515
H 0.703062 1.089064 -3.982232 0.0395 0.1004 -0.0256
H 1.600078 -0.397034 -3.680247 -0.2611 -0.3282 -0.0551
H 0.515503 0.246227 -2.442338 0.1122 0.1200 0.1629
H -0.270026 -0.827365 -5.102019 -0.4643 -0.1462 -0.4414
H -1.392995 0.186532 -4.191077 -0.0238 -0.0912 0.1749
H -4.773701 -2.670321 -4.950836 0.5451 -0.1075 0.6129
H -3.677054 -2.875941 -6.295527 0.6031 0.0179 0.2985
H -4.590750 -1.414667 -6.073166 0.7387 0.6993 0.2804
C 6.117021 -4.773348 -1.969416 1.2914 -0.2631 -0.7236
C 5.770236 -4.017571 -0.720467 -0.1271 -0.3805 -0.6646
O 4.440471 -3.470048 -0.904636 -0.3337 1.6322 -0.0645
C 4.111444 -2.450158 -1.784906 -2.3293 -1.1630 0.4429
O 2.912470 -2.267682 -2.083217 3.3646 -0.1809 0.7625
O 5.151690 -1.773951 -2.220027 0.5082 -0.8540 0.8842
C 4.950780 -0.740768 -3.151474 -1.0782 0.6240 -0.9539
H 5.260884 -4.939300 -2.623313 -0.1243 -0.4643 0.4316
H 6.604081 -5.681593 -1.614488 -0.2846 -0.4239 -0.5731
H 6.856304 -4.306754 -2.620454 0.0451 0.4149 0.1587
H 6.592044 -3.382681 -0.389338 -0.5059 0.9136 -0.2687
H 5.740586 -4.780134 0.057822 -0.9871 0.3732 0.2734
H 5.818937 -0.082252 -3.123961 -0.2304 -0.2506 -0.0204
H 4.021025 -0.204239 -2.962291 0.2519 0.2817 0.4925
H 4.752545 -1.167711 -4.134587 0.5419 -0.1197 -0.1755
C 4.401766 3.635004 0.353092 -0.4260 0.5824 1.1336
C 5.427692 3.632239 1.545959 0.2468 -1.1080 -1.4623
O 5.215529 4.687129 2.459864 -1.0195 0.7134 2.3415
C 4.586850 4.478709 3.691778 -0.8993 -3.2324 -1.1098
O 4.273037 3.389323 4.192207 1.1367 1.8059 -1.4083
O 4.247138 5.617910 4.208434 -0.8914 2.6095 -0.0161
C 3.279430 5.631427 5.300463 0.8644 -1.2801 1.1057
H 3.401837 3.794935 0.756395 -0.0751 -0.2089 0.1712
H 4.324112 2.743892 -0.269801 0.5123 -0.2055 0.3442
H 4.519634 4.476205 -0.329972 0.5270 0.1313 0.1110
H 6.429459 3.766944 1.137996 0.0848 0.3970 0.0345
H 5.529084 2.674453 2.056321 -0.6880 -0.0168 0.0961
H 2.322068 5.153762 5.092169 0.4153 -0.4486 -0.5423
H 2.988449 6.575598 5.760863 0.8700 0.7165 -1.1205
H 3.827463 5.116944 6.089810 -0.6047 -0.3564 0.2335
C 0.892723 -5.032418 -2.922268 -1.2146 -0.7867 -0.4982
C 0.460094 -4.388125 -1.612591 1.3264 0.1729 -0.2278
O 0.056806 -5.325655 -0.568594 0.2478 -0.0452 -0.3292
C -1.229551 -5.612716 -0.405882 -4.2293 2.0366 -1.9559
O -2.171229 -5.533069 -1.233583 3.1499 -0.7757 1.9016
O -1.468475 -5.738667 0.893688 2.4209 -0.7523 1.5172
C -2.696806 -5.912852 1.564633 -0.7915 0.8647 -1.7827
H 1.690935 -5.769216 -2.832372 0.3286 0.3116 0.5302
H 1.190754 -4.289149 -3.661757 0.0246 0.1890 0.2382
H 0.096847 -5.623795 -3.374997 -0.3770 0.2428 -0.0440
H -0.201274 -3.523441 -1.667463 -0.6554 -0.5982 -0.4132
H 1.392163 -3.923322 -1.291191 -0.0634 -0.2722 0.8635
H -3.305656 -6.602053 0.979476 -0.1271 -0.3413 0.4885
H -3.188106 -4.942439 1.493762 -0.3701 0.0741 0.2510
H -2.545863 -6.150458 2.617655 0.3047 -0.3348 -0.3836
C -2.711494 -1.825109 0.116429 0.6926 -0.4561 0.3243
C -4.131769 -1.539648 -0.318352 0.0154 -0.1115 -2.2930
O -5.096016 -2.559405 0.031511 -0.6676 -0.3848 0.9892
C -5.361061 -3.710809 -0.651522 3.9079 0.6377 -3.9347
O -4.822851 -4.023704 -1.750877 -2.3591 1.0098 3.7540
O -6.177619 -4.437634 0.069844 -0.5871 1.2128 1.4060
C -6.422353 -5.757174 -0.243886 -0.2696 -2.0284 -1.5493
H -2.181758 -2.597369 -0.441331 -0.7013 -0.5982 -0.1406
H -2.672967 -2.076979 1.176225 -0.1054 -0.0892 0.0900
H -1.975144 -1.031507 -0.010419 -0.6144 0.8032 0.0033
H -4.228715 -1.386378 -1.393163 0.5405 -0.6381 -0.4652
H -4.477628 -0.538466 -0.061207 -0.4496 -0.4217 1.3447
H -5.531991 -6.379938 -0.157232 0.1229 0.1266 0.2072
H -6.765245 -5.896548 -1.269113 0.1733 0.3542 -0.2681
H -7.236546 -6.190689 0.336856 0.2239 0.5748 0.5766
```
Forces are in eV/Å.

For the energy, the calculation gives -4514.0993 hartree. Its LUMO energy is 0.0142 Eh. Its frontier orbital gap is 9.91 eV. Its strongest force on any atom is 5.72 eV/Å. The SMILES is CCOC(=O)OC.CCOC(=O)OC.CCOC(=O)OC.CCOC(=O)OC.CCOC(=O)OC.CCOC(=O)OC.CCOC(=O)OC.CCOC(=O)OC.CCOC(=O)OC.CCOC(=O)OC.O=C1OCCO1.O=C1OCCO1. The energy relative to the best compared isomer or geometry (same formula, charge and spin) is 144.8 kJ/mol.